Version 1
Formula: C3H18O6
Source: the OMol25 dataset
Level of theory: the ωB97M-V functional and the def2-TZVPD basis

Calculated values
E_HOMO = -9.86 eV
LUMO level = 0.017 eV
SMILES = CO.CO.CO.O.O.O

Element x y z (Å)
1 C -1.953 3.950 0.084
2 O -1.859 2.666 0.800
3 H -2.278 3.793 -0.944
4 H -2.646 4.687 0.491
5 H -0.958 4.394 0.119
6 H -1.222 2.865 1.490
7 C 3.816 -1.561 -0.962
8 O 4.797 -1.552 -1.876
9 H 3.388 -0.559 -0.993
10 H 3.083 -2.244 -1.390
11 H 4.107 -1.781 0.065
12 H 4.440 -1.362 -2.747
13 C 1.120 -2.669 1.337
14 O 1.808 -1.494 1.555
15 H 1.538 -3.376 0.620
16 H 1.155 -3.298 2.227
17 H 0.164 -2.464 0.857
18 H 1.297 -0.874 1.029
19 O -4.104 0.703 0.337
20 H -4.601 0.783 1.151
21 H -3.320 1.232 0.482
22 O -2.643 -1.492 -0.572
23 H -3.070 -0.643 -0.462
24 H -1.866 -1.444 -0.015
25 O -0.155 0.201 -0.854
26 H 0.632 0.575 -1.252
27 H -0.668 0.961 -0.578

---

Version 2
Formula: C3H18O6
Source: the OMol25 dataset
Level of theory: the ωB97M-V functional and the def2-TZVPD basis

Calculated values
E_HOMO = -10.44 eV
LUMO level = 0.376 eV
SMILES = CC(C)O.O.O.O.O.O

Element x y z (Å)
1 C 3.536 17.543 24.201
2 C 3.801 18.707 23.246
3 C 5.099 18.470 22.483
4 O 2.702 18.817 22.312
5 H 2.543 17.656 24.653
6 H 4.236 17.509 25.034
7 H 3.556 16.608 23.643
8 H 3.893 19.643 23.811
9 H 5.001 17.502 21.982
10 H 5.912 18.392 23.199
11 H 5.288 19.224 21.722
12 H 1.892 18.831 22.833
13 O 2.589 13.657 19.783
14 H 1.825 13.175 20.112
15 H 2.562 14.526 20.219
16 O 3.393 16.160 20.715
17 H 2.923 16.966 20.962
18 H 3.894 16.402 19.912
19 O 4.683 16.716 18.317
20 H 5.402 17.350 18.230
21 H 4.681 16.211 17.497
22 O 3.740 20.795 20.360
23 H 3.343 21.458 20.932
24 H 3.498 19.955 20.774
25 O 5.470 13.632 20.354
26 H 5.433 14.576 20.539
27 H 4.543 13.392 20.214

---

Version 3
Formula: C3H18O6
Source: the OMol25 dataset
Level of theory: the ωB97M-V functional and the def2-TZVPD basis

Calculated values
E_HOMO = -10.52 eV
LUMO level = 0.197 eV
SMILES = CO.CO.CO.O.O.O

Element x y z (Å)
1 C 1.153 2.244 -1.977
2 O 2.284 2.816 -1.345
3 H 0.339 2.964 -1.930
4 H 1.351 2.051 -3.037
5 H 0.827 1.326 -1.481
6 H 3.058 2.296 -1.574
7 C -0.179 -1.458 -0.904
8 O -1.275 -2.302 -0.580
9 H -0.561 -0.438 -0.925
10 H 0.639 -1.483 -0.183
11 H 0.233 -1.689 -1.890
12 H -0.980 -3.214 -0.668
13 C 2.542 -0.082 1.509
14 O 2.053 1.232 1.767
15 H 2.384 -0.398 0.470
16 H 3.605 -0.143 1.742
17 H 1.973 -0.796 2.108
18 H 2.789 1.840 1.674
19 O -0.997 1.708 1.488
20 H -0.088 1.406 1.641
21 H -1.448 1.000 1.012
22 O -3.657 -2.792 1.871
23 H -4.386 -2.810 1.242
24 H -2.863 -2.820 1.326
25 O -3.188 -0.042 -0.179
26 H -2.974 0.419 -0.997
27 H -2.634 -0.835 -0.180

---

Which of them is the most stable? Correct choice: version 2.

---

Version 1
Formula: C5H13NOSi
Source: the OMol25 dataset
Level of theory: the ωB97M-V functional and the def2-TZVPD basis

Calculated values
E_HOMO = -9.58 eV
LUMO level = 0.806 eV
SMILES = CC(C)=NO[SiH](C)C

Element x y z (Å)
1 C 0.734 -3.269 -0.807
2 C -0.166 -2.100 -0.368
3 C -1.614 -2.430 -0.278
4 N 0.503 -1.101 -0.097
5 O -0.433 0.236 0.421
6 Si -0.142 1.860 0.453
7 C -0.869 2.697 -1.069
8 C 1.731 2.504 0.475
9 H 0.659 -3.945 0.069
10 H 1.879 -2.909 -0.823
11 H 0.507 -3.720 -1.729
12 H -1.720 -2.958 0.671
13 H -1.957 -3.009 -1.154
14 H -2.066 -1.482 -0.050
15 H -0.886 2.218 1.625
16 H -0.294 3.644 -1.156
17 H -0.882 2.109 -2.024
18 H -1.867 3.023 -0.997
19 H 2.351 1.925 -0.219
20 H 1.813 3.607 0.464
21 H 2.062 2.281 1.484

---

Version 2
Formula: C5H13NOSi
Source: the OMol25 dataset
Level of theory: the ωB97M-V functional and the def2-TZVPD basis

Calculated values
E_HOMO = -10.28 eV
LUMO level = 0.193 eV
SMILES = C[Si](C)=O.CC#N.C

Element x y z (Å)
1 C -0.167 -0.868 1.196
2 Si 0.026 0.656 0.108
3 C 1.103 1.917 1.047
4 O -0.489 0.660 -1.318
5 H -0.884 -1.673 0.674
6 H 0.727 -1.415 1.213
7 H -0.618 -0.510 2.208
8 H 2.226 1.502 1.076
9 H 1.172 2.945 0.523
10 H 0.674 2.128 2.101
11 C -3.553 0.087 -1.292
12 C -3.860 -0.422 0.037
13 N -3.775 -0.900 1.079
14 H -3.986 -0.670 -1.938
15 H -2.345 0.156 -1.300
16 H -4.012 1.039 -1.373
17 C 3.538 -0.904 -0.799
18 H 2.667 -1.683 -0.821
19 H 3.394 -0.003 -0.147
20 H 3.714 -0.564 -1.851
21 H 4.449 -1.479 -0.423

---

Which of them is the most stable? Correct choice: version 2.

---

Version 1
Formula: C3H6ClN3
Source: the OMol25 dataset
Level of theory: the ωB97M-V functional and the def2-TZVPD basis

Calculated values
E_HOMO = -8.88 eV
LUMO level = 0.617 eV
SMILES = [H]/N=C(/N)N(Cl)C=C

Element x y z (Å)
1 H -0.478 -1.676 -2.296
2 N -0.052 -0.758 -2.301
3 C -0.028 -0.164 -1.187
4 N 0.612 1.052 -1.085
5 N -0.626 -0.615 -0.023
6 Cl -1.501 -2.105 -0.084
7 C -0.472 -0.153 1.422
8 C 0.645 0.389 1.865
9 H 0.804 1.429 -2.000
10 H 0.224 1.702 -0.421
11 H -1.360 -0.350 1.993
12 H 0.724 0.728 2.884
13 H 1.507 0.522 1.233

---

Version 2
Formula: C3H6ClN3
Source: the OMol25 dataset
Level of theory: the ωB97M-V functional and the def2-TZVPD basis

Calculated values
E_HOMO = -9.09 eV
LUMO level = 0.734 eV
SMILES = [H]/N=C(\NN)C(=C)Cl

Element x y z (Å)
1 H 0.027 -2.012 0.697
2 N -0.535 -1.159 0.871
3 C -0.120 -0.205 0.144
4 N 0.907 -0.276 -0.802
5 N 1.701 -1.426 -0.786
6 C -0.832 1.111 0.239
7 C -1.942 1.264 0.961
8 Cl -0.149 2.475 -0.617
9 H 1.317 0.576 -1.102
10 H 1.799 -1.749 -1.743
11 H 2.611 -1.260 -0.364
12 H -2.463 2.242 1.024
13 H -2.321 0.419 1.477

---

Which of them is the most stable? Correct choice: version 2.

---

Version 1
Formula: C4H4N
Source: the OMol25 dataset
Level of theory: the ωB97M-V functional and the def2-TZVPD basis

Calculated values
E_HOMO (alpha / beta) = -14.18 / -13.79 eV
net charge = +1
LUMO level (alpha / beta) = -7.220 / -6.856 eV

Element x y z (Å)
1 C -1.345 -2.587 0.341
2 C 0.548 2.029 -0.107
3 C -0.120 -0.611 -0.245
4 C 0.545 0.625 -0.153
5 N -0.782 -1.569 0.158
6 H -1.938 -3.330 0.641
7 H -0.268 2.854 -0.293
8 H 1.730 0.348 -0.360
9 H 1.631 2.241 0.019

---

Version 2
Formula: C4H4N
Source: the OMol25 dataset
Level of theory: the ωB97M-V functional and the def2-TZVPD basis

Calculated values
E_HOMO (alpha / beta) = -13.57 / -13.56 eV
net charge = +1
LUMO level (alpha / beta) = -7.946 / -7.941 eV

Element x y z (Å)
1 C 0.456 0.403 -1.265
2 C -0.694 -0.832 3.150
3 C 0.518 0.254 -2.499
4 C -0.943 -0.137 2.104
5 N -0.832 0.579 1.113
6 H -0.472 0.227 -3.062
7 H -0.401 -1.325 3.977
8 H 1.405 0.411 -3.246
9 H 0.964 0.420 -0.272

---

Which of them is the most stable? Correct choice: version 1.

---

Version 1
Formula: C3H9NO3
Source: the OMol25 dataset
Level of theory: the ωB97M-V functional and the def2-TZVPD basis

Calculated values
E_HOMO = -9.37 eV
LUMO level = 0.731 eV
SMILES = CCN(O)C=O.O

Element x y z (Å)
1 C -1.296 -0.792 0.955
2 C -0.661 0.522 0.610
3 N 0.884 0.318 -0.045
4 O 1.501 1.578 -0.127
5 C 1.725 -0.664 0.305
6 O 2.917 -0.481 0.524
7 H -1.400 -1.407 0.061
8 H -2.292 -0.607 1.358
9 H -0.696 -1.350 1.670
10 H -1.267 1.168 -0.023
11 H -0.342 1.125 1.463
12 H 2.439 1.368 0.089
13 H 1.254 -1.649 0.395
14 O -1.142 0.087 -2.183
15 H -1.405 0.428 -3.040
16 H -0.220 0.358 -2.012

---

Version 2
Formula: C3H9NO3
Source: the OMol25 dataset
Level of theory: the ωB97M-V functional and the def2-TZVPD basis

Calculated values
E_HOMO = -10.48 eV
LUMO level = 0.524 eV
SMILES = CCNC(=O)O.O

Element x y z (Å)
1 C -0.647 2.640 0.646
2 C -0.392 1.483 -0.297
3 N -0.671 0.271 0.515
4 C 0.174 -0.779 0.452
5 O 1.082 -0.997 -0.307
6 O -0.278 -1.953 1.040
7 H -1.691 2.666 0.826
8 H -0.042 2.499 1.524
9 H -0.119 3.463 -0.005
10 H -0.915 1.272 -1.374
11 H 0.747 1.630 -0.471
12 H -0.946 0.408 1.439
13 H -0.187 -2.516 0.205
14 O 1.583 -3.633 -1.258
15 H 0.824 -3.784 -1.919
16 H 1.477 -2.672 -1.016

---

Which of them is the most stable? Correct choice: version 2.

---

Version 1
Formula: C3H9NO3
Source: the OMol25 dataset
Level of theory: the ωB97M-V functional and the def2-TZVPD basis

Calculated values
E_HOMO = -9.52 eV
LUMO level = 0.257 eV
SMILES = NC(=O)CCO.O

Element x y z (Å)
1 N -0.145 1.655 0.725
2 C 0.062 0.525 1.490
3 O -0.050 0.535 2.693
4 C 0.577 -0.662 0.691
5 C -0.542 -1.682 0.375
6 O -0.054 -2.715 -0.493
7 H -0.521 2.440 1.229
8 H 0.395 1.745 -0.126
9 H 0.985 -0.382 -0.281
10 H 1.405 -1.237 1.162
11 H -0.856 -2.234 1.256
12 H -1.416 -1.130 -0.030
13 H -0.409 -2.589 -1.372
14 O 0.338 1.675 -2.159
15 H -0.239 1.434 -2.883
16 H 0.471 2.621 -2.276

---

Version 2
Formula: C3H9NO3
Source: the OMol25 dataset
Level of theory: the ωB97M-V functional and the def2-TZVPD basis

Calculated values
E_HOMO = -8.83 eV
LUMO level = 0.722 eV
SMILES = CNC=O.OCO

Element x y z (Å)
1 C -2.060 -0.451 0.286
2 N -1.196 0.506 -0.397
3 C -0.200 1.214 0.427
4 O 0.026 0.931 1.590
5 H -2.378 -0.107 1.272
6 H -2.935 -0.653 -0.333
7 H -1.475 -1.364 0.420
8 H -1.660 1.086 -1.090
9 H 0.276 2.022 -0.144
10 O 1.645 -1.110 0.708
11 C 1.409 -0.548 -0.553
12 O 2.352 0.465 -0.838
13 H 1.277 -0.481 1.360
14 H 1.542 -1.366 -1.277
15 H 0.151 -0.248 -0.805
16 H 3.227 0.104 -0.625

---

Version 3
Formula: C3H9NO3
Source: the OMol25 dataset
Level of theory: the ωB97M-V functional and the def2-TZVPD basis

Calculated values
E_HOMO = -9.97 eV
LUMO level = 0.521 eV
SMILES = C[C@@H](N)C(=O)O.O

Element x y z (Å)
1 C 0.421 1.296 -1.745
2 C 0.761 1.048 -0.246
3 N -0.182 1.735 0.727
4 C 0.771 -0.439 0.095
5 O 1.385 -1.166 -0.645
6 O 0.251 -0.798 1.272
7 H 1.163 0.614 -2.219
8 H -0.577 1.019 -2.108
9 H 0.700 2.291 -2.090
10 H 1.814 1.303 0.081
11 H -0.353 2.616 0.383
12 H -1.110 1.219 0.716
13 H 0.765 -0.397 1.894
14 O -2.616 -1.699 0.351
15 H -3.184 -1.341 0.998
16 H -1.828 -1.592 0.812

---

Version 4
Formula: C3H9NO3
Source: the OMol25 dataset
Level of theory: the ωB97M-V functional and the def2-TZVPD basis

Calculated values
E_HOMO = -8.40 eV
LUMO level = 0.683 eV
SMILES = CNCC(=O)O.O

Element x y z (Å)
1 C -1.318 -0.268 2.267
2 N -2.018 0.629 1.360
3 C -1.739 0.434 -0.105
4 C -0.456 1.240 -0.211
5 O 0.218 1.542 0.732
6 O -0.058 1.540 -1.520
7 H -2.154 -0.983 2.759
8 H -0.541 -0.819 1.801
9 H -0.867 0.161 3.113
10 H -2.129 1.563 1.754
11 H -1.664 -0.598 -0.387
12 H -2.581 0.868 -0.742
13 H -0.087 2.476 -1.224
14 O 4.352 -3.988 -2.113
15 H 3.848 -3.955 -2.911
16 H 5.289 -4.294 -2.188

---

Which of them is the most stable? Correct choice: version 1.